Record 1
71
Properties=species:S:1:pos:R:3:forces:R:3 method="wB97M-V/def2-TZVPD" e_tot_ha=-4235.46049 charge=+2 spin_multiplicity=4 s2=3.795 e_above_lowest_kcal_mol=521.1 homo_energy_ha="-0.4612 / -0.4722" orbital_gap_ha="0.2203 / 0.2349"
Re -1.56620 -0.13410 -0.01987 1.952 1.245 2.028
C -2.28416 -3.02716 0.92310 -0.087 -0.019 -0.045
O -2.86175 -1.69596 0.89228 0.173 -0.321 -0.115
C -3.46111 -1.38923 2.17397 0.070 0.091 -0.103
C -4.35311 -0.19962 2.00518 0.002 0.021 0.098
O -3.54274 0.88858 1.56321 0.024 -0.126 -0.138
C -4.29477 1.91035 0.91600 0.022 0.080 0.046
C -4.42278 1.58052 -0.54770 0.021 0.217 0.143
O -3.05256 1.50677 -1.03783 -0.080 -0.472 -0.783
C -2.95333 0.90239 -2.30130 -1.135 -0.890 0.050
H -3.09214 -3.75404 0.98909 0.002 -0.001 0.027
H -1.73076 -3.16904 0.00173 0.001 -0.001 0.004
H -1.61250 -3.11047 1.77696 0.011 0.001 -0.007
H -4.04876 -2.25081 2.49200 0.044 -0.018 0.043
H -2.65615 -1.18842 2.88505 -0.039 -0.050 0.068
H -5.13673 -0.41790 1.27398 -0.006 -0.026 0.017
H -4.81653 0.04570 2.96438 -0.042 0.017 -0.029
H -5.28028 2.01988 1.37329 0.004 0.027 -0.005
H -3.74546 2.84233 1.04258 0.012 -0.013 0.017
H -4.91950 0.62146 -0.70881 0.044 -0.016 -0.041
H -4.94175 2.36844 -1.09357 -0.020 -0.009 0.007
H -2.17135 1.34329 -2.90803 -0.194 -0.001 -0.210
H -0.98141 1.32305 -2.32896 0.652 0.404 -0.324
H -3.87575 0.98722 -2.87598 -0.110 -0.213 0.136
Cl 2.32929 -3.76250 -1.71286 -0.063 -0.056 0.032
C 0.91214 -2.81798 -1.91258 0.294 -0.015 0.214
C 1.08884 -1.37730 -1.80448 -0.749 1.193 0.430
Cl 2.42932 -0.78943 -2.84892 0.198 -0.180 0.289
C -0.12338 -0.56051 -1.99329 -0.676 -3.782 -1.283
Cl 0.04013 1.02970 -1.54905 -1.532 2.711 -0.605
C -1.41646 -1.27764 -2.20338 -0.544 2.436 0.069
O -2.73520 -0.52326 -2.00507 2.207 -0.429 -0.196
C -1.46418 -2.60447 -2.43192 -0.734 -0.125 -0.142
Cl -2.97635 -3.34684 -2.77627 0.091 0.008 0.066
C -0.27334 -3.38918 -2.25136 0.014 0.011 -0.018
Cl -0.39848 -5.07903 -2.43539 0.000 -0.006 -0.007
N -0.05734 -0.74563 0.90489 -0.549 0.701 -1.211
P 1.52519 -0.67743 0.32690 0.147 -1.554 0.776
C 2.53183 -1.91873 1.12702 -0.257 -0.144 0.055
C 1.93311 -2.85834 1.96356 -0.033 -0.036 -0.067
C 2.72218 -3.78812 2.62242 0.000 0.015 0.016
C 4.09666 -3.78530 2.43518 0.009 0.001 -0.003
C 4.69190 -2.85156 1.59394 -0.003 -0.031 -0.027
C 3.91467 -1.91404 0.93921 -0.019 0.014 -0.016
C 2.43070 0.86004 0.66869 -0.087 -0.170 0.597
C 2.13584 1.47616 1.88885 0.009 0.066 -0.028
C 2.83992 2.60456 2.27263 -0.021 0.015 -0.024
C 3.83142 3.11984 1.44556 -0.004 -0.022 -0.007
C 4.13271 2.49563 0.24352 0.014 0.003 0.001
C 3.44343 1.35623 -0.14749 -0.070 0.017 -0.153
C -0.35025 2.25075 -0.48968 -1.042 -1.168 2.332
C 1.13754 1.82120 -2.53605 1.260 -1.636 -1.932
C 1.59968 2.90139 -3.10042 -1.303 1.607 1.559
C 1.28376 4.21076 -2.42223 0.443 -0.318 -0.415
C 0.65814 4.43073 -1.25553 -0.361 -0.254 0.684
C -0.08854 3.52993 -0.28221 1.113 0.274 -1.555
H 0.86085 -2.84265 2.10831 0.010 -0.006 0.016
H 2.26781 -4.50452 3.29319 -0.007 -0.017 -0.021
H 4.71142 -4.50928 2.95291 0.001 0.000 -0.001
H 5.76439 -2.85208 1.45564 -0.001 -0.005 -0.007
H 4.38370 -1.18937 0.28599 0.015 0.024 0.029
H 1.36648 1.06965 2.53407 -0.002 0.007 -0.003
H 2.62355 3.07463 3.22265 -0.001 0.013 -0.007
H 4.38256 4.00041 1.74736 -0.002 0.001 0.002
H 4.91739 2.88550 -0.39101 0.013 0.001 0.017
H 3.70872 0.86084 -1.07254 -0.049 0.028 -0.014
H 0.87587 0.53172 -0.62863 1.085 0.952 -0.341
H 2.17269 2.89701 -4.02219 0.157 -0.074 0.091
H 1.67422 5.09045 -2.92186 0.089 -0.044 0.022
H 0.68303 5.46326 -0.92560 -0.189 -0.001 -0.013
H -0.41593 4.00155 0.63672 -0.193 0.044 -0.083

=====

Record 2
7
Properties=species:S:1:pos:R:3:forces:R:3 method="wB97M-V/def2-TZVPD" e_tot_ha=-1450.80830 spin_multiplicity=1 e_above_lowest_kcal_mol=84.0 homo_energy_ha=-0.3844 orbital_gap_ha=0.3682
C -0.72567 -0.03859 -0.16827 1.467 -0.566 -1.431
O 1.87949 -0.12412 -0.33616 1.623 -0.808 -1.638
O 1.48065 -0.39787 1.04626 -0.682 1.513 -0.012
P 0.81730 0.94804 0.16606 -0.472 -0.710 1.632
Cl -1.68488 0.65054 -1.48531 -0.273 0.217 0.172
Cl -1.49124 -0.05353 1.40892 -0.495 -0.390 -0.186
H -0.27564 -0.98447 -0.63151 -1.168 0.745 1.464

=====

Record 3
25
Properties=species:S:1:pos:R:3:forces:R:3 method="wB97M-V/def2-TZVPD" e_tot_ha=-1757.05189 charge=-1 spin_multiplicity=5 s2=6.280 homo_energy_ha="-0.1378 / -0.1460" orbital_gap_ha="0.2210 / 0.2705"
C 0.74389 -1.21193 -1.70176 0.062 -1.799 -0.099
C -0.59004 -1.50206 -2.10304 1.162 0.467 0.303
C -1.21983 -2.25498 -1.07771 0.709 -0.046 1.214
C -0.29170 -2.44925 -0.00970 0.714 -0.470 -1.288
C 0.97789 -1.84003 -0.40281 -0.941 -0.791 -1.029
Mn -0.03256 -0.08771 0.17736 -0.506 1.323 -0.641
C -1.01939 1.55952 -0.68651 0.283 0.164 0.427
C 0.35603 2.01629 -1.10798 -0.354 1.639 -1.855
C 0.63413 2.87592 -2.15464 -0.789 -0.961 1.012
N 1.22258 1.34574 -0.35735 0.561 -0.396 1.730
H -2.21365 -2.69308 -1.13165 0.138 0.325 0.148
H -1.03516 -1.22988 -3.05961 0.108 0.089 0.383
H -0.44118 -3.05833 0.88476 -0.038 0.423 -0.328
H 1.93861 -1.94805 0.10320 -0.398 0.113 -0.137
H 1.51584 -0.73770 -2.31201 -0.475 0.022 0.348
H -1.74946 1.44527 -1.48663 0.018 -0.103 0.204
H 2.20477 1.59840 -0.36081 -0.251 -0.282 -0.382
H -1.40021 2.05446 0.22544 0.149 -0.097 -0.495
H -0.21058 3.26874 -2.70873 0.272 0.217 -0.083
H 1.66337 3.05455 -2.44315 -0.103 0.108 -0.126
N -0.28462 -0.32243 2.15893 -0.175 0.206 2.199
C -0.31548 -0.33814 3.34308 -0.135 0.018 -2.178
N -0.46388 -0.54115 4.57836 -0.101 -0.323 0.709
C -0.12482 0.20871 5.59640 0.455 0.936 1.384
N 0.13545 0.78701 6.58506 -0.364 -0.782 -1.421

=====

Record 4
12
Properties=species:S:1:pos:R:3:forces:R:3 method="wB97M-V/def2-TZVPD" e_tot_ha=-265.38170 spin_multiplicity=1 e_above_lowest_kcal_mol=96.6 homo_energy_ha=-0.2887 orbital_gap_ha=0.3142
C -1.54668 -0.27913 -0.05000 -0.298 0.411 0.045
C -0.19863 -0.76795 -0.05289 -0.090 -0.611 0.080
C 2.28165 -0.15226 0.03062 0.754 -0.560 0.104
C -1.93697 0.99538 0.01335 0.165 -0.190 -0.011
N 1.50837 1.06146 -0.03302 -0.591 1.325 -0.015
N 0.87807 -0.05798 -0.03697 0.224 -0.696 0.007
H -2.28193 -1.07144 -0.07331 -0.157 -0.002 -0.064
H -0.04161 -1.83875 -0.02163 0.176 0.126 -0.037
H 2.71870 -0.45247 0.97974 -0.085 -0.004 0.087
H 2.81832 -0.49445 -0.84840 -0.109 -0.024 -0.167
H -1.22064 1.79448 0.07304 0.200 0.231 -0.039
H -2.97865 1.26310 0.01946 -0.188 -0.006 0.010

=====

Record 5
9
Properties=species:S:1:pos:R:3:forces:R:3 method="wB97M-V/def2-TZVPD" e_tot_ha=-842.51154 charge=-1 spin_multiplicity=1 e_above_lowest_kcal_mol=3.4 homo_energy_ha=-0.1604 orbital_gap_ha=0.3026
C -0.24890 0.68929 0.66193 0.001 0.198 1.053
N -0.85477 -0.19295 -0.14596 0.642 -1.596 -1.644
O 1.66919 -0.19937 -0.89786 1.615 0.951 0.029
O 0.68817 -2.36229 -0.44004 0.048 -0.279 0.010
F 0.04110 1.97677 0.20271 0.022 -0.236 -0.345
F -1.10837 1.03056 1.76484 0.879 -0.459 -0.154
S 0.57481 -1.09821 -1.16942 -1.725 -1.003 -0.017
H 0.72802 0.16725 0.93069 -1.168 1.384 0.655
H -1.48926 -0.01105 -0.90689 -0.315 1.039 0.412

=====

Record 6
16
Properties=species:S:1:pos:R:3:forces:R:3 method="wB97M-V/def2-TZVPD" e_tot_ha=-271.66923 smiles="C=CCC.C=O" spin_multiplicity=1 e_above_lowest_kcal_mol=52.3 homo_energy_ha=-0.3456 orbital_gap_ha=0.3803
C 1.88090 0.37625 -0.20617 0.023 0.151 -0.309
C 0.57189 0.76514 -0.92536 -0.060 0.101 -0.157
C -0.53778 -0.20000 -0.88226 -0.375 -0.135 0.497
C -1.78957 0.09236 -0.57416 0.038 -0.138 -0.514
O -1.73470 -1.47749 1.84227 0.138 -0.195 0.287
C -0.68336 -0.89826 1.85939 -0.299 -0.394 0.477
H 2.63896 1.02393 -0.64228 0.397 -0.210 0.109
H 1.89157 0.58804 0.88132 -0.396 -0.072 -0.549
H 2.17574 -0.67651 -0.33077 -0.131 0.318 -0.165
H 0.27344 1.74853 -0.54293 -0.126 -0.098 -0.368
H 0.59082 0.76512 -2.03258 1.362 0.836 0.272
H -0.23399 -1.17232 -1.26708 -0.352 -0.263 0.384
H -2.52153 -0.69429 -0.57859 -0.388 0.013 -0.051
H -2.10706 1.10867 -0.35698 0.087 -0.158 0.265
H -0.61747 0.11643 2.30697 0.265 -0.107 -0.262
H 0.25024 -1.39049 1.50226 -0.183 0.352 0.081